# C18H40BrN2

A 3-piece molecular cluster, C18H40BrN2 overall at a distorted geometry (ωB97M-V/def2-TZVPD, OMol25).

Last column: Mulliken charge in e.
CARTESIAN COORDINATES (ANGSTROEM)
1 Br 6.6264 23.1684 21.6852  -0.972
2 C 1.1855 25.4988 18.4904  -1.301
3 C 1.1228 26.7048 17.6218  -0.463
4 C 2.0769 27.7331 18.1806  -0.663
5 C 3.5284 27.3017 18.2570  -0.739
6 N 4.3852 28.3081 19.0086  0.033
7 C 4.3266 29.7654 18.3804  -0.503
8 C 5.6861 30.3650 18.7395  -0.731
9 C 6.5764 29.2064 18.6307  -0.585
10 C 5.8577 27.9137 19.0143  -0.304
11 C 3.9688 28.4240 20.5649  -1.130
12 H 0.2688 24.9111 18.4429  0.369
13 H 1.5437 25.7314 19.4933  0.312
14 H 1.9396 24.7852 18.1585  0.324
15 H 0.1560 27.1129 17.9165  0.311
16 H 1.1499 26.5060 16.5504  0.399
17 H 1.7937 28.3333 19.0452  0.310
18 H 1.9715 28.4833 17.3968  0.324
19 H 3.8921 26.7849 17.3689  0.371
20 H 3.8142 26.5358 18.9780  0.582
21 H 3.4400 30.2903 18.7361  0.363
22 H 4.3630 29.5822 17.3065  0.389
23 H 5.7459 30.8528 19.7124  0.317
24 H 6.0672 31.1520 18.0886  0.380
25 H 7.4917 29.3180 19.2119  0.343
26 H 6.9820 29.2155 17.6190  0.361
27 H 6.0296 27.5282 20.0193  0.358
28 H 6.0216 27.1591 18.2450  0.240
29 H 2.9838 28.8532 20.7483  0.330
30 H 4.7153 29.1619 20.8589  0.559
31 H 4.0741 27.4026 20.9305  0.428
32 C 2.5751 17.1657 18.6998  -1.251
33 C 3.0481 17.4847 20.0868  -0.581
34 C 2.0034 17.9960 21.0071  -0.500
35 C 2.5120 18.6711 22.3097  -0.824
36 N 1.4358 19.3462 23.0544  0.036
37 C 2.0304 19.5774 24.4740  -0.719
38 C 0.7478 19.7526 25.3145  -0.590
39 C -0.4326 18.9925 24.6592  -0.641
40 C 0.1938 18.4616 23.3522  -0.545
41 C 1.0071 20.7255 22.4253  -0.919
42 H 1.6348 17.5203 18.2776  0.393
43 H 2.5221 16.0840 18.5763  0.304
44 H 3.3244 17.5122 17.9881  0.311
45 H 3.9214 18.1352 20.1350  0.468
46 H 3.4932 16.5614 20.4575  0.353
47 H 1.4348 17.0784 21.1580  0.270
48 H 1.3058 18.6539 20.4887  0.367
49 H 3.3424 19.3487 22.1112  0.539
50 H 2.8136 17.8468 22.9560  0.250
51 H 2.7141 20.4256 24.4396  0.513
52 H 2.6373 18.7292 24.7907  0.421
53 H 0.6774 20.8385 25.3793  0.319
54 H 1.0860 19.3160 26.2542  0.397
55 H -1.3294 19.6108 24.6994  0.298
56 H -0.6979 18.0455 25.1291  0.323
57 H -0.4331 18.2741 22.4804  0.498
58 H 0.6382 17.5113 23.6481  0.369
59 H 1.9336 21.2410 22.1725  0.387
60 H 0.2786 21.1276 23.1295  0.410
61 H 0.5917 20.4610 21.4529  0.331

Calculated values
- electronic energy (eV) = -92327.677
- charge = +1
- Kohn-Sham gap (eV) = 5.78
- ΔE to the lowest compared entry with this formula, charge and spin (eV) = 4.562